1.
18
Properties=species:S:1:pos:R:3:forces:R:3:nbo_charge:R:1 method="wB97M-V/def2-TZVPD" smiles=C[C@]12C[C@H](CN1)C2 mol_weight_da=97.2 e_tot_ev=-7888.29737 max_force_ev_per_a=3.28 homo_energy_ev=-8.2 orbital_gap_ev=9.25 e_above_lowest_ev=2.234 total_charge=0
C -2.257 0.146 -0.093 1.3 -1.5 0.4 -0.625
C -0.667 -0.091 0.017 -1.0 2.7 0.9 0.147
C 0.187 -1.004 -0.916 -0.5 -0.6 0.8 -0.417
C 1.305 -0.657 0.103 -0.1 1.2 -0.4 -0.229
C 1.412 0.871 -0.258 1.3 -0.6 1.2 -0.217
C 0.200 -0.571 1.200 -0.4 -3.2 0.4 -0.426
H -2.624 1.124 0.413 0.7 -1.9 -0.6 0.226
H -2.692 -0.851 0.355 0.2 2.2 -0.9 0.212
H -2.446 0.229 -1.208 -0.1 -0.2 1.4 0.226
H -0.133 -2.062 -0.931 0.1 0.5 0.5 0.214
H 0.345 -0.725 -1.941 0.0 0.5 -0.5 0.208
H 2.285 -1.139 0.111 -0.4 -0.4 0.4 0.215
H 2.067 1.438 0.478 -0.6 -0.6 -1.0 0.184
H 1.825 0.938 -1.280 -0.2 0.4 0.4 0.180
H -0.051 1.876 0.654 -0.8 0.1 0.9 0.363
H 0.369 -0.061 2.138 0.0 1.1 -0.2 0.206
H -0.163 -1.548 1.553 0.4 -0.3 -0.4 0.196
N 0.020 1.231 -0.095 0.1 0.6 -3.2 -0.662

---

2.
101
Properties=species:S:1:pos:R:3:forces:R:3:mulliken_charge:R:1 method="wB97M-V/def2-TZVPD" smiles="C[N+](=O)[O-].C[N+](=O)[O-].C[N+](=O)[O-].C[N+](=O)[O-].C[N+](=O)[O-].C[N+](=O)[O-].C[N+](=O)[O-].CCCCCC.ClCCCl.ClCCCl.ClCCCl.ClCCCl" mol_weight_da=909.3 e_tot_ev=-161857.85437 max_force_ev_per_a=3.73 homo_energy_ev=-10.5 orbital_gap_ev=10.40 total_charge=0
C 4.414 8.621 5.678 0.1 0.0 0.4 -1.311
C 3.570 7.646 4.917 -0.7 0.8 -0.4 -0.331
C 2.101 8.045 4.734 0.3 0.3 0.5 -0.574
C 1.451 7.206 3.707 -1.7 -0.9 -1.2 -0.670
C -0.049 7.539 3.367 0.9 0.0 1.1 -0.368
C -0.785 6.395 2.741 -0.5 -0.4 0.2 -1.230
H 5.379 8.120 5.748 0.4 0.7 0.2 0.354
H 4.042 8.820 6.683 0.0 0.0 0.1 0.331
H 4.455 9.569 5.142 0.4 0.0 0.1 0.329
H 4.064 7.583 3.947 -0.2 -0.7 -0.2 0.311
H 3.566 6.707 5.470 0.2 -0.3 -0.5 0.328
H 1.854 9.085 4.520 0.7 0.4 0.2 0.385
H 1.652 7.795 5.696 -0.4 0.3 0.1 0.234
H 1.897 7.229 2.712 0.8 0.2 0.1 0.324
H 1.610 6.193 4.076 -0.6 -0.5 -0.3 0.279
H -0.583 7.777 4.286 0.0 0.5 0.1 0.329
H -0.047 8.393 2.689 -0.1 0.2 0.2 0.311
H -1.800 6.647 2.433 0.2 0.4 -0.6 0.375
H -0.192 5.995 1.919 -0.3 -0.4 0.0 0.307
H -1.032 5.667 3.515 0.7 -0.6 -0.1 0.289
Cl -4.308 4.098 -7.419 -0.4 0.4 0.8 -0.188
C -4.033 3.125 -8.855 -0.4 0.9 -0.7 -0.449
C -4.472 1.709 -8.695 0.8 -0.7 -0.3 -0.388
Cl -6.251 1.432 -8.685 0.6 0.3 0.3 -0.184
H -2.965 3.275 -9.019 -0.1 -0.7 -0.3 0.289
H -4.583 3.588 -9.675 0.1 0.1 0.0 0.317
H -3.953 1.324 -7.817 -0.7 -0.4 0.2 0.323
H -4.118 1.136 -9.552 0.0 0.0 0.0 0.279
Cl 1.638 -2.260 -7.268 0.4 0.0 -0.5 -0.160
C 3.125 -1.838 -8.166 1.3 -0.2 -0.1 -0.477
C 3.059 -1.911 -9.704 -0.7 0.0 0.9 -0.398
Cl 1.786 -0.825 -10.310 0.0 0.2 -0.3 -0.183
H 3.934 -2.509 -7.875 -0.3 -0.6 0.1 0.297
H 3.513 -0.920 -7.725 -0.6 0.5 -0.6 0.335
H 2.797 -2.919 -10.025 -0.1 0.1 0.1 0.283
H 3.998 -1.645 -10.189 0.0 0.2 0.3 0.303
Cl -2.697 -1.105 -1.419 -0.5 0.1 -0.6 -0.178
C -1.841 -2.151 -0.291 0.2 0.4 0.8 -0.428
C -1.118 -1.240 0.738 -0.4 -1.3 -0.4 -0.392
Cl 0.227 -0.392 -0.049 0.1 0.0 0.2 -0.176
H -1.189 -2.815 -0.860 0.3 0.4 0.1 0.314
H -2.550 -2.820 0.196 -0.2 0.3 0.2 0.282
H -0.756 -1.897 1.529 0.4 0.2 0.0 0.262
H -1.776 -0.497 1.189 -0.1 -0.1 -0.3 0.316
Cl 5.749 -5.327 -1.544 -0.1 0.2 0.3 -0.181
C 4.822 -5.494 -0.022 -0.4 0.0 0.0 -0.405
C 5.260 -6.714 0.767 0.4 -0.3 -0.4 -0.435
Cl 5.031 -8.224 -0.222 -0.2 0.4 0.5 -0.189
H 3.766 -5.536 -0.290 0.1 -0.4 -0.1 0.295
H 4.892 -4.574 0.558 0.5 -0.1 0.1 0.310
H 4.727 -6.807 1.713 -0.2 -0.1 -0.2 0.312
H 6.327 -6.719 0.992 -0.1 0.3 -0.1 0.294
C 5.326 -3.614 8.071 -0.7 -0.4 -0.8 -0.638
N 5.354 -3.519 6.545 1.4 -0.1 0.4 0.825
O 4.400 -2.978 6.020 0.6 -0.3 0.0 -0.505
O 6.347 -3.984 5.980 -1.4 0.6 0.4 -0.511
H 4.266 -3.817 8.224 0.2 0.0 0.6 0.286
H 5.621 -2.671 8.531 0.0 0.0 -0.4 0.261
H 5.965 -4.440 8.382 -0.1 0.2 -0.2 0.281
C -4.321 -5.794 -6.182 -0.2 -0.2 -0.8 -0.648
N -3.799 -5.963 -7.575 1.8 -0.7 0.0 0.827
O -4.194 -5.227 -8.447 -0.1 0.0 0.0 -0.509
O -2.960 -6.864 -7.722 -1.2 1.1 0.1 -0.508
H -4.766 -6.781 -6.056 -0.2 0.3 0.7 0.269
H -5.024 -4.961 -6.217 0.0 -0.3 0.2 0.302
H -3.483 -5.626 -5.506 -0.1 -0.1 -0.2 0.267
C 2.608 5.902 -3.410 -0.7 -1.1 0.1 -0.704
N 3.946 6.540 -3.119 0.0 1.0 0.2 0.770
O 4.774 6.409 -4.029 -1.0 0.3 1.8 -0.479
O 4.095 7.169 -2.045 -0.2 -1.6 -2.5 -0.476
H 1.792 6.069 -2.706 0.6 0.8 0.3 0.313
H 2.722 4.818 -3.376 0.6 0.0 0.0 0.286
H 2.226 6.087 -4.414 0.7 0.6 0.0 0.291
C -8.430 3.050 -2.561 0.3 -1.1 -0.7 -0.688
N -9.136 3.220 -1.262 -1.3 -1.3 -0.8 0.856
O -10.220 2.653 -1.107 0.9 0.4 -0.5 -0.522
O -8.610 3.902 -0.448 0.9 1.2 1.4 -0.503
H -8.508 2.003 -2.854 -0.6 0.1 0.0 0.286
H -7.350 3.184 -2.494 -0.3 0.7 0.5 0.303
H -8.894 3.695 -3.308 0.1 -0.1 0.2 0.269
C -1.858 -5.096 6.158 -0.1 -0.3 -0.2 -0.662
N -0.887 -6.028 5.478 0.4 0.4 1.9 0.831
O -0.933 -6.042 4.275 0.6 -0.6 -0.1 -0.498
O -0.113 -6.632 6.247 -1.2 0.7 -1.9 -0.507
H -2.245 -5.656 7.008 0.0 0.4 0.0 0.272
H -2.629 -4.814 5.441 0.1 -0.3 0.1 0.298
H -1.323 -4.189 6.441 0.1 -0.3 0.2 0.266
C -0.422 3.183 9.358 -0.2 0.3 -1.6 -0.612
N -1.351 3.280 8.138 -0.8 -0.4 0.4 0.781
O -2.228 4.149 8.212 1.3 -1.2 -0.6 -0.486
O -1.235 2.416 7.268 -0.2 1.4 0.9 -0.495
H 0.453 2.629 9.018 -0.2 -0.1 0.3 0.281
H -1.017 2.659 10.105 0.3 0.3 0.1 0.257
H -0.151 4.220 9.561 -0.2 -0.3 0.5 0.274
C -0.871 -11.499 -2.243 0.0 -0.9 -0.3 -0.661
N -1.291 -10.089 -2.221 -0.6 3.7 -0.2 0.794
O -0.560 -9.189 -2.682 -0.2 -2.4 0.3 -0.494
O -2.353 -9.763 -1.699 0.4 -1.5 -0.1 -0.496
H -0.537 -11.791 -3.239 0.5 0.6 0.2 0.287
H -1.691 -12.192 -2.057 -0.3 0.6 0.5 0.295
H -0.114 -11.597 -1.464 0.1 -0.1 -0.3 0.275

---

3.
76
Properties=species:S:1:pos:R:3:forces:R:3:mulliken_charge:R:1 method="wB97M-V/def2-TZVPD" mol_weight_da=744.7 e_tot_ev=-125499.88137 max_force_ev_per_a=3.74 homo_energy_ev="-19.0 / -18.8" orbital_gap_ev="4.17 / 4.00" e_above_lowest_ev=0.000 total_charge=+4
N 6.947 -5.513 -5.562 0.0 0.1 -0.1 -0.366
C 5.738 -6.033 -5.785 -1.3 -0.2 0.4 -0.336
C 4.612 -5.679 -5.027 0.4 -0.8 -0.9 -0.447
C 4.731 -4.691 -4.023 -0.6 0.7 0.7 0.815
C 6.031 -4.168 -3.789 1.5 0.2 -0.5 -0.458
C 7.101 -4.622 -4.578 -0.5 0.6 1.0 -0.367
C 3.572 -4.194 -3.306 0.9 -1.2 -0.9 -0.184
Pb -1.807 -0.292 -0.286 -1.9 -0.3 1.0 0.769
P -3.462 5.117 -0.168 2.2 -3.0 0.2 0.380
C 3.529 -2.950 -2.749 0.5 0.7 0.1 -0.102
C 2.394 -2.399 -2.051 -0.6 0.1 0.4 0.941
C 2.335 -1.006 -1.827 -0.4 -0.3 0.1 -0.837
C 1.227 -0.443 -1.181 -0.1 0.1 0.2 -0.783
C 0.246 -1.321 -0.712 1.5 -0.1 -0.6 0.931
C 0.243 -2.685 -0.949 -0.5 -0.5 0.5 -0.781
C 1.346 -3.238 -1.615 0.1 0.8 0.0 -0.722
Br -3.082 0.790 2.003 0.8 -0.5 -0.8 -0.253
H 2.689 -4.843 -3.298 0.3 0.3 -0.1 0.305
H 4.367 -2.257 -2.878 -0.1 -0.4 0.0 0.359
H 3.656 -6.142 -5.249 0.1 0.1 0.0 0.415
H 6.240 -3.424 -3.015 -0.2 -0.3 -0.3 0.380
H 5.645 -6.752 -6.602 0.1 0.2 0.3 0.396
H 8.118 -4.238 -4.427 -0.5 -0.2 0.0 0.391
H 3.153 -0.376 -2.178 -0.3 0.0 0.1 0.455
H 1.430 -4.307 -1.799 -0.4 0.2 0.2 0.326
H 1.127 0.642 -1.072 0.3 -0.4 0.0 0.541
H -0.597 -3.318 -0.634 0.5 0.2 0.0 0.483
P 0.011 -0.113 2.177 2.4 0.6 2.6 0.568
C -3.690 3.992 -1.606 -1.2 0.6 -0.4 -0.287
C -4.060 4.786 -2.867 0.0 0.1 -0.5 -1.226
H -4.501 3.295 -1.346 0.2 0.2 0.0 0.446
H -2.762 3.420 -1.759 -0.1 0.3 0.3 0.183
H -4.503 4.126 -3.622 0.1 0.2 0.2 0.362
H -4.790 5.574 -2.644 0.1 -0.3 -0.1 0.382
H -3.182 5.263 -3.321 -0.2 -0.1 0.2 0.349
C -1.623 5.280 -0.102 -0.2 1.3 -0.5 0.078
C -1.206 6.558 0.632 0.4 0.3 0.2 -1.201
H -1.277 5.307 -1.146 -0.1 0.0 0.3 0.473
H -1.213 4.385 0.391 -0.4 0.1 -0.1 -0.266
H -0.169 6.812 0.385 -0.2 0.0 0.1 0.378
H -1.836 7.411 0.350 0.3 -0.2 0.0 0.381
H -1.266 6.439 1.721 -0.1 0.0 -0.2 0.339
C -3.740 4.025 1.276 -0.7 0.8 0.7 0.255
C -5.166 4.126 1.817 -0.4 -0.2 0.3 -1.274
H -3.016 4.303 2.058 -0.2 0.1 -0.3 0.512
H -3.517 2.985 0.982 0.0 0.7 -0.4 -0.401
H -5.232 3.622 2.788 -0.1 0.2 -0.2 0.363
H -5.477 5.169 1.954 0.1 -0.3 0.1 0.421
H -5.886 3.642 1.147 0.1 0.1 0.1 0.361
C -0.627 -0.102 3.942 -1.7 -0.3 -0.4 -0.563
C 0.185 -0.745 5.052 0.6 -0.3 -0.1 -1.339
H -1.614 -0.585 3.860 0.2 0.1 0.4 0.368
H -0.832 0.951 4.184 0.0 -0.2 -0.4 0.601
H 0.269 -1.828 4.933 0.0 0.2 0.1 0.303
H 1.189 -0.322 5.137 -0.1 0.0 0.0 0.334
H -0.324 -0.561 6.004 0.0 0.0 -0.2 0.411
C 0.710 1.610 2.056 -0.8 0.2 -0.9 0.284
C 2.167 1.790 1.646 0.3 0.0 -0.1 -1.425
H 0.523 2.075 3.035 -0.1 -0.2 -0.3 0.609
H 0.042 2.117 1.342 0.2 0.3 0.2 -0.350
H 2.846 1.631 2.491 -0.2 -0.1 -0.2 0.399
H 2.470 1.125 0.830 0.0 0.1 0.1 0.290
H 2.313 2.820 1.297 0.0 -0.2 0.1 0.393
C 1.521 -1.157 2.324 -0.2 -0.3 -1.1 -0.638
C 1.207 -2.648 2.422 0.2 -0.5 0.0 -1.437
H 2.094 -0.804 3.192 -0.3 0.2 -0.1 0.665
H 2.135 -0.956 1.438 -0.1 0.0 0.2 0.404
H 1.961 -3.214 1.860 -0.2 0.1 0.3 0.318
H 1.227 -2.995 3.461 -0.1 0.0 -0.4 0.419
H 0.228 -2.892 1.990 0.1 -0.1 0.1 0.302
C -5.258 -3.024 2.074 -0.3 -0.1 0.2 -0.916
C -4.029 -2.657 1.395 1.3 0.4 -1.2 0.480
N -3.082 -2.347 0.789 -1.0 0.1 0.7 -0.336
H -5.418 -4.108 2.030 0.1 0.2 0.0 0.354
H -6.104 -2.521 1.586 0.2 -0.1 0.0 0.316
H -5.230 -2.713 3.125 0.1 -0.1 -0.2 0.305

---

4.
19
Properties=species:S:1:pos:R:3:forces:R:3:nbo_charge:R:1 method="wB97M-V/def2-TZVPD" mol_weight_da=108.1 e_tot_ev=-10475.00545 max_force_ev_per_a=4.38 homo_energy_ev=-8.7 orbital_gap_ev=4.83 e_above_lowest_ev=10.134 total_charge=0
C 0.996 -0.950 1.506 -0.7 0.6 1.6 -0.131
C 0.213 0.026 2.040 0.1 -0.7 -0.9 -0.349
C -0.947 0.520 1.314 1.6 0.3 1.2 -0.146
C -1.331 1.780 1.086 -2.2 -1.5 1.3 0.110
H 0.720 -1.453 0.571 0.1 -0.4 -0.1 0.307
H 1.840 -1.226 2.144 0.1 0.1 -0.5 0.198
H 0.552 0.537 2.897 0.1 0.8 0.9 0.223
H -1.454 -0.295 0.771 0.2 0.0 -0.9 0.372
H -2.332 2.176 1.380 1.0 0.3 0.0 0.250
H 1.952 1.800 -0.713 0.0 0.2 0.1 -0.037
H 0.650 -1.089 -1.541 0.7 -0.1 -0.7 0.481
H -0.445 -2.577 -1.222 -0.2 -0.3 -0.1 0.463
O -0.037 -1.887 -0.706 -0.7 0.2 0.2 -1.174
H -1.159 1.474 -0.391 1.9 -1.2 -3.7 0.404
H -0.282 0.407 -1.576 0.2 -0.1 1.2 0.520
O -0.770 1.220 -1.325 -1.7 2.1 0.5 -0.944
H 2.386 1.287 -1.020 0.0 -0.1 0.0 0.033
H 0.600 -0.342 -2.968 0.5 -0.1 -0.2 0.443
O 1.212 -0.438 -2.222 -1.1 -0.1 0.1 -1.024

---

5.
37
Properties=species:S:1:pos:R:3:forces:R:3:nbo_charge:R:1 method="wB97M-V/def2-TZVPD" mol_weight_da=397.7 e_tot_ev=-39671.17781 max_force_ev_per_a=0.24 homo_energy_ev=-1.2 orbital_gap_ev=6.56 e_above_lowest_ev=0.106 total_charge=-2
Pd 1.923 -0.926 0.674 -0.1 0.1 0.1 0.428
O -0.804 0.152 1.610 -0.1 0.0 0.1 -0.762
C -0.686 1.052 0.524 0.0 0.1 0.0 -0.081
C -0.444 0.381 -0.819 0.0 -0.1 -0.1 -0.238
N 0.936 -0.007 -1.170 0.1 0.0 0.1 -0.462
C 0.847 -0.782 -2.424 0.0 0.0 0.1 -0.343
C 2.137 -1.425 -3.002 -0.1 0.0 0.0 0.753
O 1.931 -1.982 -4.105 0.0 0.0 0.0 -0.796
O 3.182 -1.346 -2.336 0.1 0.0 0.0 -0.760
C 1.758 1.192 -1.431 -0.1 0.0 -0.1 -0.368
C 2.270 1.939 -0.195 0.0 0.0 0.1 0.760
O 2.434 3.164 -0.309 0.0 0.0 0.0 -0.755
O 2.511 1.228 0.825 0.0 0.0 -0.1 -0.791
H 0.094 -0.183 1.804 0.1 0.0 -0.1 0.489
H 0.067 1.812 0.734 0.0 0.0 0.0 0.199
H -1.655 1.556 0.454 0.0 0.0 0.0 0.154
H -0.824 1.053 -1.610 0.0 0.0 0.0 0.158
H -1.051 -0.527 -0.835 0.0 0.0 0.0 0.199
H 0.425 -0.144 -3.216 0.0 0.0 0.0 0.171
H 0.147 -1.603 -2.265 0.0 0.0 0.0 0.198
H 1.198 1.897 -2.061 0.0 0.0 0.0 0.169
H 2.640 0.848 -1.971 0.0 0.0 0.0 0.260
S 2.263 -2.130 2.588 -0.1 -0.1 -0.2 -0.309
C 1.484 -2.865 1.201 0.2 0.1 0.1 0.059
N 0.097 -3.237 1.339 0.0 0.0 0.1 -0.678
C -0.564 -3.519 0.073 0.0 0.0 0.0 -0.213
C 0.188 -4.629 -0.647 0.0 0.0 0.0 -0.413
C 1.642 -4.214 -0.803 0.0 0.0 -0.1 -0.222
N 2.204 -3.905 0.513 -0.1 0.0 -0.1 -0.677
H -0.370 -2.482 1.825 0.0 0.0 0.0 0.380
H -0.591 -2.635 -0.579 0.0 0.0 0.0 0.166
H -1.599 -3.808 0.279 0.0 0.0 0.0 0.175
H -0.252 -4.809 -1.632 0.0 0.0 0.0 0.196
H 0.126 -5.547 -0.055 0.0 0.0 0.0 0.188
H 1.706 -3.359 -1.484 0.0 0.0 0.0 0.204
H 2.228 -5.022 -1.247 0.0 0.0 0.0 0.181
H 3.161 -3.593 0.410 0.0 0.1 0.0 0.381

---

6.
4
Properties=species:S:1:pos:R:3:forces:R:3:nbo_charge:R:1 method="wB97M-V/def2-TZVPD" mol_weight_da=58.1 e_tot_ev=-20500.89327 max_force_ev_per_a=0.78 homo_energy_ev=-23.0 orbital_gap_ev=11.83 e_above_lowest_ev=0.038 total_charge=+2
O -0.209 -0.102 0.233 0.4 0.5 -0.1 -1.084
H -0.964 0.487 0.458 0.3 -0.4 -0.1 0.553
H 0.116 -0.432 1.101 -0.2 0.1 -0.5 0.556
Ca 1.057 0.047 -1.792 -0.4 -0.1 0.6 1.975

---

7.
12
Properties=species:S:1:pos:R:3:forces:R:3:nbo_charge:R:1 method="wB97M-V/def2-TZVPD" smiles="C=NC.N" mol_weight_da=60.1 e_tot_ev=-5182.86640 max_force_ev_per_a=1.75 homo_energy_ev=-9.8 orbital_gap_ev=10.81 e_above_lowest_ev=0.872 total_charge=0
N 2.242 0.196 0.057 0.2 -0.3 1.5 -1.066
H 2.136 0.307 -0.909 -0.1 0.3 -1.7 0.344
H 2.584 -0.748 0.192 0.1 0.0 0.1 0.349
H 1.316 0.223 0.467 0.2 0.1 0.1 0.367
C -1.054 0.943 -0.404 -0.7 -0.6 -0.4 -0.463
C -0.969 -1.117 0.686 0.3 0.7 0.1 -0.048
N -0.786 0.142 0.797 -0.8 -1.3 -0.4 -0.408
H -0.409 0.657 -1.240 0.2 0.1 0.2 0.195
H -0.915 1.977 -0.149 0.1 0.5 -0.1 0.211
H -2.094 0.812 -0.800 0.7 0.0 0.6 0.200
H -1.225 -1.634 -0.258 -0.1 0.3 0.3 0.142
H -0.826 -1.759 1.561 0.1 0.2 -0.2 0.176

---

8.
47
Properties=species:S:1:pos:R:3:forces:R:3:nbo_charge:R:1 method="wB97M-V/def2-TZVPD" smiles="COc1ccccc1C(=O)[C@H]1CCCN(C(=O)c2ccc(C(C)=O)s2)C1" mol_weight_da=371.5 e_tot_ev=-41596.14560 max_force_ev_per_a=0.88 homo_energy_ev=-8.8 orbital_gap_ev=8.72 e_above_lowest_ev=0.000 total_charge=0
C -1.695 4.286 3.893 0.1 0.2 0.2 -0.253
H -0.811 4.139 4.522 0.0 0.0 0.0 0.177
O -1.856 3.231 2.975 -0.1 -0.2 -0.1 -0.495
C -2.067 1.981 3.441 0.0 -0.3 -0.1 0.419
C -2.094 1.632 4.789 0.0 0.4 0.0 -0.317
C -2.281 0.314 5.167 0.0 -0.1 -0.1 -0.172
C -2.430 -0.680 4.216 0.0 -0.1 0.1 -0.250
C -2.391 -0.347 2.875 0.0 0.3 0.0 -0.156
C -2.221 0.972 2.472 -0.1 0.4 0.5 -0.233
C -2.251 1.328 1.031 0.2 -0.4 -0.2 0.602
O -2.932 2.217 0.581 0.0 0.0 0.0 -0.521
C -1.342 0.501 0.127 -0.3 0.3 -0.4 -0.331
H -0.869 -0.309 0.687 0.0 0.1 0.0 0.216
C -2.134 -0.059 -1.060 0.1 -0.2 0.1 -0.395
C -1.199 -0.718 -2.071 -0.1 0.3 -0.1 -0.407
H -1.762 -1.052 -2.942 0.0 -0.1 0.0 0.217
C -0.125 0.280 -2.504 -0.1 -0.4 -0.3 -0.217
N 0.591 0.753 -1.343 -0.2 0.1 0.0 -0.426
C 1.868 0.462 -1.026 0.2 0.1 0.0 0.650
O 2.424 0.888 -0.030 0.1 0.0 0.1 -0.601
C 2.613 -0.422 -1.969 0.3 -0.6 -0.1 -0.273
C 3.734 -0.098 -2.684 -0.4 0.1 0.2 -0.235
C 4.278 -1.190 -3.375 -0.1 -0.5 0.0 -0.164
C 3.589 -2.360 -3.169 -0.1 0.8 0.3 -0.339
C 3.915 -3.669 -3.737 0.0 -0.4 -0.1 0.554
O 4.842 -3.805 -4.505 -0.1 0.0 0.0 -0.530
C 3.032 -4.810 -3.300 0.2 -0.2 -0.2 -0.719
H 3.358 -5.729 -3.779 0.0 0.0 0.0 0.242
H 1.998 -4.603 -3.570 -0.1 0.0 0.0 0.231
H 3.084 -4.923 -2.219 0.0 0.0 0.1 0.235
S 2.238 -2.102 -2.109 0.4 0.4 -0.2 0.456
H 5.149 -1.144 -4.002 0.1 0.0 -0.1 0.244
H 4.138 0.898 -2.709 0.1 0.2 0.0 0.237
C -0.245 1.447 -0.393 0.1 0.1 0.5 -0.210
H 0.388 1.792 0.427 -0.1 0.0 -0.1 0.250
H -0.714 2.311 -0.876 0.0 0.0 0.0 0.209
H 0.569 -0.169 -3.216 -0.1 0.1 0.0 0.227
H -0.600 1.143 -2.984 0.0 0.0 0.0 0.197
H -0.716 -1.588 -1.619 0.0 -0.1 0.0 0.199
H -2.870 -0.782 -0.704 -0.1 0.0 0.0 0.211
H -2.674 0.764 -1.533 0.0 0.0 0.0 0.220
H -2.529 -1.114 2.127 0.0 -0.1 -0.1 0.212
H -2.577 -1.705 4.516 0.0 -0.1 0.0 0.217
H -2.307 0.065 6.218 0.0 0.0 0.1 0.216
H -1.977 2.385 5.552 0.0 0.1 0.0 0.220
H -2.580 4.408 4.525 0.0 0.0 0.0 0.178
H -1.561 5.180 3.287 0.0 0.0 0.1 0.206